{"formula": "C36H54O27", "method": "ωB97M-V/def2-TZVPD", "symbols": ["C", "C", "C", "O", "C", "O", "O", "H", "H", "H", "H", "H", "H", "C", "C", "C", "O", "C", "O", "O", "H", "H", "H", "H", "H", "H", "C", "C", "C", "O", "C", "O", "O", "H", "H", "H", "H", "H", "H", "C", "C", "C", "O", "C", "O", "O", "H", "H", "H", "H", "H", "H", "C", "C", "C", "O", "C", "O", "O", "H", "H", "H", "H", "H", "H", "C", "C", "C", "O", "C", "O", "O", "H", "H", "H", "H", "H", "H", "C", "C", "C", "O", "C", "O", "O", "H", "H", "H", "H", "H", "H", "C", "C", "C", "O", "C", "O", "O", "H", "H", "H", "H", "H", "H", "C", "C", "C", "O", "C", "O", "O", "H", "H", "H", "H", "H", "H"], "positions_angstrom": [[1.939, -5.607, 0.960], [1.589, -4.158, 1.161], [2.337, -3.431, 2.286], [2.990, -2.336, 1.640], [2.628, -2.286, 0.335], [3.088, -1.509, -0.445], [1.925, -3.375, -0.005], [2.101, -6.092, 1.922], [2.829, -5.728, 0.338], [1.168, -6.164, 0.428], [0.514, -4.008, 1.284], [3.098, -4.076, 2.730], [1.694, -3.074, 3.088], [-4.788, -4.213, -0.794], [-3.911, -3.462, -1.740], [-2.677, -2.674, -1.192], [-1.549, -3.273, -1.809], [-1.943, -4.218, -2.682], [-1.224, -4.846, -3.392], [-3.286, -4.362, -2.671], [-5.458, -3.574, -0.228], [-4.198, -4.855, -0.136], [-5.395, -4.919, -1.367], [-4.448, -2.703, -2.312], [-2.623, -2.801, -0.113], [-2.825, -1.654, -1.512], [3.759, 1.479, 3.454], [3.993, 1.906, 4.896], [3.097, 1.275, 5.964], [3.994, 0.784, 6.947], [5.274, 0.940, 6.533], [6.222, 0.699, 7.201], [5.303, 1.403, 5.268], [3.185, 0.545, 3.473], [4.714, 1.242, 2.995], [3.152, 2.158, 2.858], [4.086, 2.989, 4.989], [2.492, 0.462, 5.557], [2.401, 1.994, 6.396], [-3.932, 1.960, 1.373], [-4.847, 1.104, 0.550], [-4.110, -0.026, -0.195], [-4.977, -1.156, -0.014], [-5.889, -0.887, 0.944], [-6.667, -1.678, 1.370], [-5.763, 0.382, 1.380], [-3.413, 1.338, 2.107], [-4.445, 2.744, 1.928], [-3.177, 2.433, 0.742], [-5.406, 1.645, -0.216], [-3.141, -0.280, 0.237], [-3.969, 0.206, -1.248], [7.094, 2.350, 0.070], [5.993, 2.628, -0.906], [5.041, 1.438, -1.171], [3.809, 1.877, -0.607], [3.876, 3.162, -0.255], [2.992, 3.763, 0.278], [5.114, 3.663, -0.435], [7.706, 1.544, -0.351], [6.751, 1.985, 1.037], [7.771, 3.198, 0.150], [6.426, 2.934, -1.859], [5.373, 0.569, -0.604], [4.947, 1.181, -2.222], [-2.118, -1.399, -6.808], [-3.265, -1.092, -5.894], [-3.342, -1.995, -4.648], [-3.211, -1.066, -3.565], [-3.122, 0.204, -4.022], [-2.911, 1.142, -3.317], [-3.160, 0.235, -5.365], [-2.201, -2.444, -7.117], [-1.146, -1.349, -6.306], [-2.049, -0.722, -7.656], [-4.179, -1.172, -6.485], [-2.506, -2.689, -4.599], [-4.314, -2.479, -4.618], [3.006, 5.510, -2.535], [2.321, 6.055, -3.775], [1.064, 6.903, -3.470], [1.340, 8.177, -4.027], [2.572, 8.193, -4.577], [3.091, 9.135, -5.077], [3.164, 6.981, -4.461], [4.014, 5.166, -2.778], [2.416, 4.689, -2.131], [3.172, 6.270, -1.768], [2.109, 5.185, -4.399], [0.955, 7.065, -2.397], [0.185, 6.386, -3.849], [0.149, 1.633, -1.593], [0.521, 0.829, -0.400], [0.253, 1.538, 0.956], [-0.292, 0.488, 1.784], [-0.620, -0.551, 1.002], [-1.021, -1.623, 1.348], [-0.451, -0.240, -0.287], [0.907, 2.401, -1.787], [-0.813, 2.136, -1.537], [0.176, 1.029, -2.502], [1.506, 0.380, -0.286], [-0.480, 2.341, 0.889], [1.186, 1.894, 1.382], [-3.837, -3.875, 2.733], [-2.806, -3.223, 3.618], [-3.305, -1.905, 4.214], [-2.842, -1.974, 5.576], [-2.459, -3.242, 5.866], [-2.161, -3.597, 6.959], [-2.550, -4.033, 4.776], [-3.337, -4.697, 2.220], [-4.133, -3.194, 1.927], [-4.764, -4.099, 3.253], [-1.841, -3.013, 3.156], [-4.395, -1.836, 4.219], [-2.876, -1.007, 3.776]], "atomic_forces_ev_per_a": [[0.061, -0.465, -0.321], [-0.664, 0.608, -0.083], [0.421, -0.436, 0.056], [-0.617, 0.441, 0.091], [1.430, -1.363, -0.152], [-0.507, 0.634, 0.065], [-0.225, 0.299, 0.059], [0.010, -0.015, -0.009], [0.196, 0.226, 0.271], [-0.181, 0.188, 0.108], [0.011, -0.221, 0.093], [0.088, 0.110, -0.044], [-0.114, 0.137, -0.132], [-0.092, -0.899, -0.079], [0.947, 1.008, -0.349], [-1.408, -0.911, 0.545], [0.131, 0.000, -0.209], [-0.350, -0.024, 0.124], [0.221, 0.030, -0.048], [-0.062, -0.157, -0.077], [0.114, 0.098, 0.098], [0.069, 0.248, 0.170], [-0.127, 0.187, -0.081], [-0.498, -0.487, -0.066], [0.324, 0.281, 0.011], [0.759, 0.079, 0.274], [-0.803, -0.770, 0.335], [0.863, -0.035, -0.357], [-0.497, 0.195, -0.400], [-0.091, 0.175, 0.178], [-0.170, 0.045, -0.023], [0.175, -0.175, -0.004], [-0.064, 0.056, 0.164], [0.180, -0.075, -0.111], [0.017, 0.317, -0.205], [0.317, 0.353, 0.053], [-0.314, 0.034, 0.040], [0.201, -0.154, 0.042], [0.175, 0.032, 0.211], [0.197, 0.172, 0.366], [0.463, -0.537, -0.722], [-0.006, 0.203, 0.375], [0.035, 0.163, -0.348], [0.156, 0.126, 0.226], [-0.045, -0.109, -0.028], [-0.198, 0.032, 0.030], [0.013, -0.036, -0.062], [-0.158, -0.012, -0.137], [-0.065, -0.019, -0.091], [-0.194, 0.319, 0.373], [-0.031, 0.112, 0.133], [-0.120, -0.143, -0.031], [0.624, -0.517, -0.252], [-0.137, -0.268, -0.670], [0.693, 0.075, 0.791], [-0.501, -0.252, -0.509], [0.479, 0.335, 1.110], [-0.270, -0.059, -0.352], [-0.188, -0.185, -0.323], [-0.072, 0.012, -0.002], [-0.138, 0.300, 0.089], [-0.188, 0.131, 0.323], [-0.030, 0.332, 0.081], [-0.157, -0.143, -0.150], [-0.272, 0.088, -0.014], [0.955, -0.306, 0.192], [-0.025, -0.295, -0.365], [0.041, 0.693, -0.534], [-0.395, 0.199, -0.110], [0.947, -0.311, -0.306], [-0.446, 0.099, 0.085], [-0.281, 0.109, 0.350], [-0.143, 0.140, -0.346], [-0.176, 0.136, 0.252], [-0.294, -0.123, -0.145], [-0.162, 0.261, 0.206], [-0.166, -0.152, -0.040], [0.144, -0.258, 0.341], [0.475, 0.375, -0.076], [0.044, -0.004, 0.753], [0.558, -0.666, 0.678], [-0.343, -0.052, -0.504], [0.329, -0.151, -0.006], [-0.179, 0.058, -0.010], [-0.023, -0.127, -0.114], [-0.157, -0.274, -0.174], [0.037, 0.033, 0.143], [-0.346, 0.028, 0.021], [-0.064, 0.361, -0.460], [-0.108, -0.212, 0.029], [-0.239, 0.638, -0.315], [1.247, 0.485, -1.227], [-1.370, 0.358, 1.873], [0.260, -0.034, -0.442], [0.253, -0.214, 0.193], [0.138, 0.089, -0.743], [-0.234, 0.045, 0.791], [0.262, -0.495, -0.324], [-0.051, 0.033, 0.283], [-0.140, -0.245, 0.288], [-0.214, -0.179, 0.136], [0.159, 0.078, -0.961], [-0.001, 0.023, -0.017], [-0.131, 0.098, 0.193], [0.808, 0.431, -0.904], [-0.365, 0.839, 0.194], [0.050, -0.122, 0.726], [0.094, -0.042, -0.254], [-0.658, 0.193, 0.201], [0.289, -0.184, -0.042], [0.113, 0.124, 0.150], [-0.574, -0.463, 0.222], [0.172, 0.180, 0.113], [0.186, -0.456, 0.208], [-0.127, -0.358, -0.418], [-0.003, 0.002, 0.002], [0.034, -0.102, -0.232]], "mulliken_charge": [-1.5205, 1.3392, -0.4131, -0.2981, 0.5492, -0.5907, -0.3278, 0.4061, 0.3639, 0.3564, -0.4466, 0.2942, 0.3086, -1.4913, 1.0876, 1.9310, -0.4435, 0.4255, -0.5782, -0.4761, 0.1879, 0.2705, 0.4809, 0.0167, -0.2356, -0.9560, -0.9933, 0.4425, -0.4054, -0.3537, 0.6252, -0.5301, -0.3950, 0.1726, 0.2540, 0.2463, 0.3474, 0.2831, 0.2852, -1.1779, 0.3724, 1.0423, -0.0450, 0.3986, -0.5632, -0.3987, 0.2116, 0.4403, 0.2639, 0.3202, -0.5218, -0.3607, -1.4152, 0.4675, -0.4841, 0.0819, 0.5051, -0.5762, -0.3754, 0.4084, 0.2186, 0.3945, 0.2769, 0.2607, 0.2752, -1.5518, 0.4641, -0.3914, 0.0335, 0.2516, -0.5036, -0.3769, 0.3939, 0.3408, 0.3934, 0.2575, 0.1950, 0.3433, -0.9865, 0.4556, -0.3725, -0.3475, 0.6272, -0.5127, -0.3932, 0.3274, -0.0141, 0.3181, 0.2953, 0.2842, 0.3005, -1.1772, 1.2126, 0.0597, -0.4330, 0.4168, -0.4318, 0.0285, -0.1570, 0.3652, 0.3965, -0.4079, 0.3025, -0.2568, -1.1408, 1.3800, -0.0671, -0.4060, 0.4984, -0.5382, -0.4817, 0.3531, 0.0198, 0.3876, -0.3465, 0.2597, 0.0935], "total_charge": 0, "total_energy_ev": -93493.0592, "max_force_ev_per_a": 2.3, "e_above_lowest_kj_mol": 18.4, "lumo_ev": 0.025, "smiles": "C[C@H]1COC(=O)O1.C[C@H]1COC(=O)O1.C[C@H]1COC(=O)O1.C[C@H]1COC(=O)O1.C[C@H]1COC(=O)O1.C[C@H]1COC(=O)O1.C[C@H]1COC(=O)O1.C[C@H]1COC(=O)O1.C[C@H]1COC(=O)O1", "gap_ha": 0.40124, "homo_energy_ha": -0.4003}

{"formula": "C36H55As3NO8PSe3Si3Tl", "method": "ωB97M-V/def2-TZVPD", "symbols": ["Tl", "Se", "P", "Se", "C", "C", "C", "C", "C", "C", "C", "C", "C", "C", "C", "C", "H", "H", "H", "H", "H", "H", "H", "H", "H", "H", "Se", "C", "N", "C", "O", "C", "O", "C", "C", "As", "C", "C", "C", "As", "C", "C", "O", "O", "C", "C", "O", "O", "C", "C", "O", "O", "C", "H", "H", "H", "H", "H", "H", "H", "H", "H", "H", "H", "H", "H", "H", "H", "H", "H", "H", "C", "Si", "C", "C", "As", "Si", "C", "C", "C", "Si", "C", "C", "C", "H", "H", "H", "H", "H", "H", "H", "H", "H", "H", "H", "H", "H", "H", "H", "H", "H", "H", "H", "H", "H", "H", "H", "H", "H", "H", "H"], "positions_angstrom": [[1.240, 0.572, 1.159], [3.842, 0.633, -0.649], [3.712, 2.723, -0.131], [1.729, 3.546, 0.047], [4.674, 3.725, -1.327], [4.470, 5.102, -1.372], [5.228, 5.891, -2.222], [6.192, 5.311, -3.036], [6.393, 3.940, -2.997], [5.636, 3.147, -2.144], [4.659, 3.005, 1.411], [5.886, 2.369, 1.580], [6.627, 2.585, 2.729], [6.145, 3.430, 3.720], [4.920, 4.057, 3.558], [4.176, 3.847, 2.405], [3.703, 5.546, -0.749], [5.063, 6.961, -2.253], [6.781, 5.927, -3.704], [7.137, 3.482, -3.637], [5.774, 2.072, -2.117], [6.239, 1.682, 0.820], [7.574, 2.077, 2.861], [6.716, 3.582, 4.627], [4.529, 4.696, 4.340], [3.207, 4.312, 2.281], [2.914, 0.735, 3.718], [1.782, -0.611, 4.181], [1.044, -1.481, 4.405], [-2.236, -0.848, 3.625], [-2.594, -0.117, 2.435], [-3.798, -0.359, 1.928], [-4.583, -1.153, 2.386], [-4.052, 0.454, 0.693], [-5.308, 0.654, 0.307], [-5.875, 1.608, -1.306], [-7.418, 2.495, -0.477], [-4.561, 3.058, -1.192], [-3.330, 2.903, -0.697], [-2.480, 1.163, -0.253], [-2.787, 0.264, -1.972], [-2.458, 4.078, -0.313], [-2.601, 4.564, 0.774], [-1.453, 4.443, -1.109], [-1.266, 3.754, -2.346], [-4.935, 4.379, -1.774], [-4.263, 5.375, -1.752], [-6.107, 4.307, -2.441], [-6.503, 5.516, -3.094], [-6.460, 0.121, 1.099], [-6.940, 0.656, 2.061], [-6.945, -0.993, 0.528], [-7.989, -1.627, 1.276], [-1.158, -0.773, 3.725], [-2.546, -1.888, 3.531], [-2.733, -0.401, 4.485], [-8.117, 1.719, -0.168], [-7.892, 3.125, -1.223], [-7.132, 3.081, 0.394], [-3.801, 0.346, -2.358], [-2.551, -0.788, -1.817], [-2.085, 0.673, -2.699], [-0.525, 4.326, -2.894], [-2.198, 3.708, -2.913], [-0.859, 2.756, -2.168], [-7.448, 5.294, -3.579], [-5.755, 5.814, -3.828], [-6.622, 6.318, -2.367], [-8.233, -2.532, 0.728], [-8.861, -0.977, 1.351], [-7.632, -1.864, 2.276], [0.450, -4.705, 3.021], [1.945, -4.568, 1.902], [3.430, -3.915, 2.828], [2.392, -6.266, 1.217], [1.400, -2.985, 0.251], [2.849, -3.473, -1.530], [2.576, -2.220, -2.896], [4.597, -3.325, -0.870], [2.614, -5.187, -2.281], [-0.634, -3.767, -0.597], [-0.853, -5.634, -0.595], [-0.864, -3.162, -2.364], [-1.966, -2.969, 0.457], [0.645, -5.422, 3.823], [-0.436, -5.034, 2.478], [0.258, -3.730, 3.478], [3.639, -4.557, 3.689], [3.234, -2.907, 3.199], [4.318, -3.892, 2.195], [2.584, -6.954, 2.047], [3.302, -6.216, 0.616], [1.598, -6.689, 0.601], [2.461, -1.211, -2.500], [1.691, -2.462, -3.486], [3.438, -2.213, -3.569], [4.740, -2.365, -0.368], [5.318, -3.392, -1.688], [4.818, -4.121, -0.155], [1.599, -5.301, -2.670], [2.779, -5.979, -1.550], [3.307, -5.338, -3.113], [-0.062, -6.116, -1.174], [-1.814, -5.913, -1.034], [-0.816, -6.035, 0.420], [-0.214, -3.690, -3.063], [-0.646, -2.095, -2.450], [-1.898, -3.327, -2.680], [-1.915, -3.309, 1.494], [-2.974, -3.159, 0.081], [-1.789, -1.891, 0.469]], "atomic_forces_ev_per_a": [[0.016, -0.025, 0.040], [-0.057, -0.027, 0.011], [-0.024, 0.039, -0.027], [0.009, -0.058, -0.014], [-0.040, 0.019, 0.029], [0.005, -0.012, 0.018], [0.019, 0.021, -0.020], [0.005, 0.009, -0.009], [0.016, -0.016, -0.018], [-0.004, -0.034, -0.005], [-0.081, 0.017, 0.014], [0.013, -0.014, -0.044], [0.039, -0.018, 0.003], [0.004, 0.009, 0.030], [0.017, 0.003, 0.029], [-0.001, -0.021, -0.022], [0.002, -0.002, 0.000], [-0.003, -0.003, 0.001], [0.001, 0.000, 0.000], [0.001, -0.002, 0.002], [0.004, 0.015, -0.005], [0.001, 0.008, 0.018], [0.002, 0.001, 0.000], [0.001, 0.003, -0.001], [-0.007, 0.000, -0.003], [0.002, 0.004, -0.008], [0.047, 0.100, -0.078], [-0.117, -0.193, -0.041], [0.024, 0.039, 0.027], [-0.016, -0.040, 0.019], [0.000, 0.039, -0.046], [0.135, -0.072, 0.006], [-0.097, 0.025, 0.031], [0.112, -0.070, -0.013], [-0.042, 0.076, -0.056], [0.012, -0.006, -0.067], [-0.020, 0.003, 0.019], [0.126, -0.055, 0.089], [-0.084, 0.109, -0.204], [-0.118, 0.183, 0.269], [0.005, 0.003, -0.041], [0.082, -0.272, 0.098], [-0.049, 0.111, -0.025], [-0.008, 0.041, -0.081], [-0.012, 0.038, 0.045], [-0.009, -0.098, -0.104], [0.013, 0.056, 0.056], [0.011, 0.037, 0.031], [-0.004, 0.010, 0.006], [0.081, -0.166, 0.077], [-0.041, 0.023, -0.034], [-0.094, 0.065, 0.038], [-0.011, -0.022, -0.015], [0.000, -0.002, -0.015], [0.034, 0.026, -0.020], [-0.023, 0.007, -0.017], [-0.016, 0.008, 0.008], [0.002, -0.007, 0.000], [0.011, -0.007, 0.001], [0.023, 0.009, 0.009], [0.005, -0.039, -0.004], [-0.010, -0.015, 0.002], [0.000, 0.018, 0.002], [0.053, -0.015, 0.011], [-0.014, 0.005, -0.006], [0.006, 0.002, 0.002], [0.001, -0.004, 0.001], [0.001, -0.006, -0.005], [-0.004, 0.003, 0.010], [0.021, 0.003, -0.007], [0.007, -0.008, -0.009], [0.127, 0.055, 0.016], [-0.003, -0.082, -0.048], [-0.144, 0.020, 0.076], [-0.017, 0.024, 0.050], [0.053, 0.153, -0.113], [0.076, -0.109, -0.016], [-0.003, 0.022, 0.009], [-0.036, 0.003, 0.005], [-0.062, 0.030, 0.022], [-0.124, -0.033, 0.010], [0.069, -0.008, 0.010], [0.032, 0.015, 0.047], [0.073, -0.007, 0.015], [-0.005, -0.005, 0.015], [-0.030, -0.001, 0.006], [-0.025, -0.022, -0.001], [0.019, 0.002, -0.007], [0.031, 0.002, -0.004], [0.031, 0.033, -0.022], [-0.009, 0.003, 0.010], [0.011, 0.000, 0.002], [-0.003, -0.009, -0.009], [0.015, 0.031, 0.020], [-0.014, 0.004, -0.012], [0.005, -0.024, -0.006], [0.002, -0.005, 0.007], [0.010, -0.010, -0.009], [0.007, 0.010, 0.001], [0.019, 0.001, -0.021], [0.012, -0.002, -0.015], [0.027, 0.020, -0.006], [-0.029, -0.013, 0.011], [-0.022, 0.025, -0.001], [-0.007, -0.014, -0.016], [0.013, -0.020, -0.011], [0.008, -0.007, -0.006], [-0.017, 0.000, 0.010], [-0.004, -0.004, -0.013], [-0.014, -0.005, -0.016], [-0.035, 0.068, 0.022]], "mulliken_charge": [0.6827, -0.5503, 0.3107, -0.4969, 0.8086, -0.5924, -0.6555, -0.3718, -0.6452, -0.3040, 0.8711, -0.5755, -0.6045, -0.4063, -0.5687, -0.3074, 0.3310, 0.3728, 0.3534, 0.3771, 0.2522, 0.2954, 0.3592, 0.3517, 0.3691, 0.2771, -0.3509, 0.1818, -0.7142, -0.4484, -0.2014, -0.0573, -0.6582, 0.0689, 1.7586, -0.0994, -1.2015, 0.5817, -0.3323, 0.7066, -0.6658, 0.2996, -0.6010, -0.3514, -0.4734, 0.3538, -0.5820, -0.2839, -0.8018, -0.5040, -0.5180, -0.2531, -0.7720, -0.0589, 0.3394, 0.3131, 0.4209, 0.3742, 0.3954, 0.4143, -0.0902, 0.4353, 0.3573, 0.2972, 0.0718, 0.2320, 0.3226, 0.3347, 0.2536, 0.2982, 0.2968, -0.8817, 0.2635, -0.8368, -1.0582, 0.3439, 0.1759, -0.8303, -0.9474, -0.9354, -0.0952, -0.9689, -1.0525, -0.3165, 0.3935, 0.2329, 0.1924, 0.3257, 0.1495, 0.2559, 0.4078, 0.2525, 0.2770, 0.0874, 0.3127, 0.3532, 0.2022, 0.3570, 0.2373, 0.1793, 0.2298, 0.4227, 0.2439, 0.4048, 0.2720, 0.3142, 0.2188, 0.4475, 0.2235, 0.5154, -0.3920], "total_charge": -1, "total_energy_ev": -472271.7276, "max_force_ev_per_a": 0.3, "e_above_lowest_kj_mol": 0.0, "lumo_ev": 1.658, "gap_ha": 0.23501, "homo_energy_ha": -0.1741}